19
Properties=species:S:1:pos:R:3:forces:R:3:mulliken_spin:R:1 method="wB97M-V/def2-TZVPD" s2=0.7536 e_above_lowest_kj_mol=53.4 mol_weight_g_mol=106.14 multiplicity=2
O -0.622 -0.827 -1.446 -0.6 -0.2 -0.4 0.26
O 0.633 -2.943 -0.450 0.2 -0.7 0.0 0.02
N 1.237 -0.378 -0.018 1.4 -0.1 -0.2 0.00
C -0.899 2.634 0.969 1.0 0.1 1.0 0.04
C -0.989 0.035 -0.539 0.6 0.1 -0.7 0.62
C 0.366 1.764 0.824 -0.5 0.2 -0.4 0.06
C 0.042 0.305 0.521 -0.7 -0.1 0.3 -0.03
H 1.433 -0.006 -0.949 -0.2 0.1 0.0 -0.02
H -1.604 2.224 1.690 -0.2 -0.3 -0.2 0.00
H -0.564 3.559 1.456 -0.2 0.2 -0.5 0.00
H 2.068 -0.279 0.562 -0.1 0.1 0.2 -0.01
H -1.987 0.458 -0.485 -0.1 0.0 0.1 0.03
H 0.993 1.895 1.710 0.1 -0.2 0.1 0.00
H 0.084 -2.777 -1.237 -0.2 0.2 0.3 0.00
H -0.212 -0.246 1.440 0.2 0.1 0.3 0.08
H 0.860 -3.878 -0.367 -0.1 0.3 -0.2 0.00
H 0.913 2.168 -0.038 0.1 -0.1 0.1 0.03
H -1.347 2.819 0.003 -0.3 0.1 0.0 -0.07
H 1.071 -1.391 -0.211 -0.2 0.2 0.3 -0.01

=====

19
Properties=species:S:1:pos:R:3:forces:R:3:mulliken_spin:R:1 method="wB97M-V/def2-TZVPD" s2=0.7535 e_above_lowest_kj_mol=244.1 mol_weight_g_mol=106.14 multiplicity=2
O 1.625 0.241 3.014 0.3 -0.3 0.6 0.01
O 0.067 0.559 -2.375 0.6 1.6 -0.2 0.24
N -0.537 0.651 0.316 -1.2 0.9 0.3 -0.03
C -1.934 1.189 -0.040 -1.1 0.7 0.2 0.03
C -0.220 -0.545 -1.868 -2.3 -2.2 2.3 0.63
C 0.997 -1.388 0.025 -0.8 0.5 3.7 0.00
C -0.400 -0.714 -0.247 3.5 -0.8 -4.2 0.06
H 1.333 -1.038 1.079 -0.2 -0.8 -1.2 0.05
H 1.758 -1.068 -0.654 0.2 0.0 -0.6 -0.04
H 0.902 -2.502 0.105 0.1 1.1 -0.4 -0.01
H 1.538 0.119 3.973 -0.1 0.2 -0.3 0.00
H -1.182 -1.423 -0.003 -0.5 0.6 0.5 0.06
H 0.065 1.433 -0.139 -0.3 -2.5 0.5 0.00
H 2.393 -0.319 2.814 -0.3 0.2 -0.2 0.01
H -2.720 1.368 0.748 1.5 -0.5 0.1 0.00
H -0.357 0.515 1.321 0.0 0.9 -0.3 0.00
H -2.437 0.469 -0.726 0.9 0.7 0.0 -0.01
H -1.747 2.196 -0.464 -0.4 -0.9 -0.3 0.00
H -0.391 -1.544 -2.297 0.2 0.5 -0.6 0.00

=====

19
Properties=species:S:1:pos:R:3:forces:R:3:nbo_charge:R:1 method="wB97M-V/def2-TZVPD" e_above_lowest_kj_mol=719.4 charge=+1 mol_weight_g_mol=106.14 multiplicity=1
O -0.432 -1.213 -0.371 0.5 5.8 0.5 -0.37
O 1.761 -1.984 0.078 -2.6 1.8 -0.3 -0.91
N -3.155 0.089 -0.590 -3.1 1.8 -2.7 -1.03
C 1.659 1.869 -0.179 -0.6 0.1 -0.6 -0.64
C -0.043 0.043 -0.341 -3.1 -4.8 -4.8 0.29
C -0.418 0.875 1.072 3.3 -0.2 2.7 -0.20
C 0.987 0.726 0.610 0.6 2.4 2.7 -0.18
H 1.846 1.495 -1.217 -0.3 0.6 0.6 0.25
H -3.950 -0.165 -1.239 1.4 0.6 0.5 0.39
H 1.742 0.039 1.078 -1.5 0.0 -0.4 0.35
H 1.055 2.809 -0.126 0.3 -0.9 -0.5 0.24
H -3.647 0.186 0.253 0.1 -0.3 1.9 0.38
H 2.662 2.166 0.156 -0.2 -0.6 0.5 0.29
H -0.939 1.847 0.989 0.0 -0.9 -0.8 0.30
H -0.042 0.614 -1.314 -0.5 -0.7 1.0 0.24
H 0.689 -1.853 -0.164 4.1 -2.0 1.0 0.45
H -0.687 0.164 1.905 -0.1 0.7 -1.4 0.29
H -2.478 -0.574 -0.719 1.7 -2.2 0.4 0.36
H 2.086 -2.850 -0.090 0.1 -1.3 -0.3 0.49

=====

19
Properties=species:S:1:pos:R:3:forces:R:3:nbo_charge:R:1 method="wB97M-V/def2-TZVPD" e_above_lowest_kj_mol=136.8 charge=+1 mol_weight_g_mol=106.14 multiplicity=1
O -1.366 0.323 1.826 -0.4 -0.2 -0.3 -0.49
O -0.260 -0.469 -1.058 0.1 0.2 0.0 -0.78
N -0.097 1.918 0.168 0.3 0.6 -0.1 -0.69
C 0.810 -1.142 -1.768 -0.2 0.0 -0.2 -0.06
C 0.486 -2.599 -1.964 0.2 0.1 -0.2 -0.65
C -0.250 0.552 2.182 0.0 0.6 0.4 0.42
C 0.650 1.457 1.365 0.1 -0.3 -0.1 -0.34
H -0.427 -2.716 -2.536 -0.2 0.0 -0.1 0.23
H 1.734 -1.029 -1.214 0.2 0.1 0.2 0.16
H -0.760 -1.121 -0.554 -0.1 0.0 0.0 0.50
H 0.378 -3.100 -1.006 0.0 -0.2 0.1 0.21
H 0.920 -0.628 -2.724 -0.1 0.0 0.1 0.19
H 1.292 -3.079 -2.519 0.0 -0.1 0.1 0.24
H 0.140 0.222 3.154 0.2 -0.2 -0.1 0.16
H -0.975 2.352 0.445 -0.3 -0.1 0.0 0.44
H 1.521 0.891 1.039 0.1 0.1 0.0 0.25
H 0.438 2.626 -0.341 0.0 -0.1 0.0 0.44
H -0.298 1.110 -0.476 0.1 -0.4 0.1 0.49
H 0.981 2.312 1.958 0.0 0.0 0.0 0.26

=====

20
Properties=species:S:1:pos:R:3:forces:R:3:nbo_charge:R:1 method="wB97M-V/def2-TZVPD" e_above_lowest_kj_mol=294.8 mol_weight_g_mol=137.12 multiplicity=1
P -0.890 1.838 -1.172 0.4 0.2 3.3 1.96
O -0.986 3.440 -0.906 -2.5 -0.1 0.0 -0.98
O -0.865 1.436 -2.558 -0.1 -0.6 -1.5 -1.08
N 0.730 1.543 1.169 -0.3 0.6 1.2 -0.81
C 0.903 -1.506 -0.979 -0.4 0.9 -1.6 -0.65
C 0.492 1.334 -0.164 0.2 -2.7 -1.6 -0.47
C -0.247 -0.822 -0.326 4.4 1.5 1.7 -0.09
C -0.442 -1.156 1.070 -1.5 3.3 0.8 -0.69
H 1.586 1.876 1.644 -0.6 -0.4 -1.3 0.41
H 1.370 1.071 -0.704 0.5 0.1 -0.7 0.22
H -1.106 -0.560 -0.739 -3.4 0.4 -2.8 0.18
H -0.006 -2.018 1.439 1.1 -1.7 0.6 0.21
H -1.969 3.667 -0.952 1.9 0.0 0.0 0.50
H 0.725 -2.544 -0.812 0.3 -1.1 -0.2 0.21
H 1.788 -1.216 -0.426 0.4 -0.1 -0.1 0.21
H -1.537 -1.210 1.212 0.5 0.0 0.6 0.21
H 1.027 -1.298 -2.089 -0.1 -0.2 1.4 0.23
H -0.020 -0.203 1.628 -0.6 -1.7 -0.1 0.24
H -0.056 2.015 1.533 -0.7 0.6 1.1 0.37
H -1.988 1.284 -0.353 0.5 0.8 -0.9 -0.16

=====

20
Properties=species:S:1:pos:R:3:forces:R:3:nbo_charge:R:1 method="wB97M-V/def2-TZVPD" e_above_lowest_kj_mol=264.1 charge=-1 mol_weight_g_mol=138.21 multiplicity=1
S 1.137 0.219 2.746 0.2 1.5 -2.2 -0.15
O -1.424 -1.247 2.345 -0.9 2.4 -1.2 -1.02
O -1.341 -0.839 -0.325 -1.8 -1.9 2.1 -0.96
N 0.692 -0.958 -2.199 -1.8 -2.5 2.1 -0.85
C 0.674 1.308 1.130 0.7 0.0 0.4 -0.42
C 0.243 0.268 -1.486 -1.5 1.7 1.7 -0.05
C 1.172 0.697 -0.262 -1.9 -0.6 0.8 -0.43
C -1.303 0.296 -0.977 3.5 -1.5 -2.8 -0.01
H -1.405 -1.010 1.334 -0.3 0.4 0.6 0.51
H 0.898 -1.674 -1.406 -0.1 1.6 -1.4 0.35
H -0.383 1.339 1.129 -1.1 -0.4 0.2 0.21
H 0.359 1.068 -2.149 0.3 1.3 -1.6 0.13
H 0.939 -0.883 2.019 -0.1 -0.1 0.3 0.14
H -1.202 -2.125 2.223 0.6 -3.1 0.2 0.44
H 1.963 1.206 -0.683 1.8 1.7 -0.6 0.19
H -1.915 0.414 -1.905 -0.3 -0.4 -0.1 0.07
H -1.441 1.217 -0.478 -0.3 1.5 1.2 0.09
H 0.944 2.371 1.414 0.4 -1.3 -0.6 0.19
H 1.618 -0.190 0.019 1.1 -2.1 0.8 0.20
H -0.227 -1.476 -2.489 1.7 1.5 0.3 0.36